--- A ---
Computed, not measured: C5H6F2O in the gas phase, with ωB97M-V/def2-TZVPD.

Results
E_LUMO = 0.0293 Eh
SMILES string = C=C(F)/C(=C\F)OC

Geometry as ORCA input:
```
! wB97M-V def2-TZVPD RIJCOSX def2/J DEFGRID3
* xyz 0 1
C -0.61606 -2.36409 0.93179
C -0.44144 -1.49035 -0.04170
F -0.70966 -1.72935 -1.35471
C 0.00267 -0.06424 0.08695
C 0.99638 0.45035 0.84952
F 1.82868 -0.28312 1.63646
O -0.86907 0.83572 -0.51191
C -0.16137 1.91426 -1.05929
H -0.81542 -3.39813 0.61811
H -0.54569 -2.08901 1.96755
H 1.32103 1.52353 0.73909
H 0.74824 1.73068 -1.56380
H 0.00266 2.73180 -0.38475
H -0.74094 2.23195 -1.91332
*
```



--- B ---
Computed, not measured: 2 unconnected molecules or ions with the total composition C5H6F2O, with ωB97M-V/def2-TZVPD.

Results
E_LUMO = 0.0266 Eh
SMILES string = OC=C(F)F.C#CC

Geometry as ORCA input:
```
! wB97M-V def2-TZVPD RIJCOSX def2/J DEFGRID3
* xyz 0 1
O 1.94021 -0.04254 1.52169
C 1.50502 -1.13150 0.78957
C 1.20203 -0.99598 -0.48649
F 0.79198 -2.04130 -1.19812
F 1.17794 0.10076 -1.25461
H 2.02355 0.70170 0.92323
H 1.15574 -1.90564 1.35855
C -1.75751 -0.80213 -0.77441
C -1.53180 0.29283 -0.43810
C -1.11127 1.63131 -0.01386
H -2.19691 -1.74507 -0.93163
H -0.47053 2.17110 -0.67235
H -0.65879 1.54669 1.06385
H -2.06964 2.21977 0.11266
*
```



Result of the stability comparison: B is the least stable of them.



--- A ---
Computed, not measured: 10 unconnected molecules or ions with the total composition C40H80O10, with ωB97M-V/def2-TZVPD.

Results
E_LUMO = 0.0189 Eh
SMILES string = C1CCOC1.C1CCOC1.C1CCOC1.C1CCOC1.C1CCOC1.C1CCOC1.C1CCOC1.C1CCOC1.C1CCOC1.C1CCOC1

Geometry as ORCA input:
```
! wB97M-V def2-TZVPD RIJCOSX def2/J DEFGRID3
* xyz 0 1
C -36.06983 -24.97783 -8.77222
C -34.69355 -25.34000 -9.08861
C -33.92145 -24.49295 -8.09892
O -34.84136 -24.21245 -7.11452
C -36.08116 -23.93141 -7.69189
H -36.43781 -25.88147 -8.37867
H -36.75179 -24.74816 -9.70311
H -34.46114 -25.10941 -10.28483
H -34.50766 -26.39612 -8.92636
H -33.55057 -23.53072 -8.49783
H -33.04910 -25.01168 -7.81418
H -36.04267 -22.94139 -8.04673
H -36.80709 -24.37919 -6.94127
C -30.62507 -27.92866 -10.84296
C -31.07810 -28.29779 -12.25514
C -32.63414 -28.31004 -12.27436
O -32.93446 -28.09735 -10.89929
C -31.89306 -27.33235 -10.30764
H -30.02671 -27.12244 -10.95574
H -30.15423 -28.74266 -10.32018
H -30.71917 -29.28870 -12.36173
H -30.67777 -27.60328 -12.92294
H -33.01157 -29.10137 -12.85130
H -32.68503 -27.32228 -12.73208
H -32.06689 -27.55138 -9.19326
H -32.06888 -26.35604 -10.47053
C -35.67211 -31.38275 -8.73793
C -35.06492 -29.98887 -8.74934
C -34.73182 -29.77410 -7.33200
O -35.75146 -30.40944 -6.58726
C -36.37889 -31.41431 -7.36157
H -34.86603 -32.01665 -8.78850
H -36.39126 -31.65792 -9.55431
H -35.84604 -29.32981 -9.00018
H -34.19518 -29.77425 -9.39615
H -34.64204 -28.74453 -6.86683
H -33.94136 -30.26730 -7.15816
H -37.40248 -31.10491 -7.41880
H -36.35295 -32.43833 -7.04374
C -32.04358 -27.52903 -4.17973
C -30.88837 -28.61263 -4.25654
C -30.48027 -28.65520 -5.74131
O -31.64806 -28.31220 -6.45305
C -32.17948 -27.19407 -5.82411
H -31.71437 -26.52702 -3.79329
H -32.86882 -27.93161 -3.85515
H -31.33316 -29.38202 -3.89392
H -30.21768 -28.18404 -3.68069
H -30.08961 -29.77752 -6.00328
H -29.59419 -28.02855 -5.93202
H -33.22380 -27.18545 -6.18921
H -31.65339 -26.34118 -6.05792
C -27.90310 -22.81098 -11.85472
C -26.39003 -22.86596 -12.12367
C -26.07573 -24.30175 -11.97400
O -27.35208 -24.97967 -12.20578
C -28.39971 -24.20722 -11.52382
H -28.47178 -22.47343 -12.70197
H -28.09466 -22.10641 -10.93716
H -25.75875 -22.00976 -11.62041
H -26.20618 -22.70548 -13.21913
H -25.53837 -24.44986 -11.07885
H -25.21018 -24.42502 -12.73797
H -28.50436 -24.43992 -10.40851
H -29.31942 -24.37961 -11.76364
C -28.96360 -33.43697 -9.05384
C -29.07020 -31.97039 -9.51589
C -29.75161 -31.19929 -8.42418
O -29.79924 -32.19078 -7.29588
C -29.89829 -33.44373 -7.81846
H -27.93891 -33.36471 -8.79120
H -29.23909 -34.28859 -9.76998
H -29.83485 -32.15919 -10.25084
H -28.04102 -31.53436 -9.81673
H -30.88546 -31.03172 -8.57469
H -29.29620 -30.28708 -8.17376
H -30.96087 -33.78040 -8.25635
H -29.43586 -34.29438 -7.32374
C -33.15690 -21.98977 -11.49760
C -31.79273 -22.76684 -11.68325
C -31.97534 -23.50635 -12.97150
O -33.38793 -23.80279 -13.01268
C -34.18809 -22.81218 -12.37513
H -32.98782 -20.88736 -11.64731
H -33.41340 -21.86531 -10.62021
H -31.67959 -23.56267 -10.89245
H -30.81250 -22.26024 -11.69479
H -31.29347 -24.50253 -13.24068
H -31.74449 -22.81873 -13.76308
H -34.95085 -23.30551 -11.79351
H -34.64887 -22.31631 -12.96940
C -33.52985 -28.41083 -16.15066
C -34.42510 -27.15758 -16.13225
C -33.25177 -26.02574 -16.00245
O -32.10854 -26.63675 -16.62358
C -32.14274 -27.95628 -16.24249
H -33.79547 -28.99774 -17.03255
H -33.66640 -29.15341 -15.36262
H -35.15016 -27.06235 -15.18710
H -34.96656 -26.99333 -16.91589
H -33.17961 -25.94145 -15.02666
H -33.45714 -25.20349 -16.44561
H -31.68014 -27.87085 -15.24147
H -31.34695 -28.52748 -16.80894
C -26.60530 -26.98858 -9.29964
C -27.39273 -28.20469 -8.82901
C -26.37925 -29.34251 -8.68960
O -25.22334 -28.60034 -8.26702
C -25.22431 -27.48453 -9.21815
H -26.67362 -26.12039 -8.69264
H -26.86858 -26.75480 -10.28442
H -28.11226 -28.48500 -9.60241
H -27.94739 -27.99580 -7.77663
H -26.16401 -29.90475 -9.59913
H -26.71807 -29.97224 -7.89571
H -24.81892 -27.68693 -10.24577
H -24.56910 -26.77346 -8.57447
C -27.65188 -28.24148 -15.59741
C -27.71655 -27.24109 -14.43754
C -27.31350 -28.15271 -13.24463
O -27.38154 -29.50189 -13.61898
C -27.16701 -29.58800 -15.05391
H -27.05261 -27.97658 -16.39132
H -28.65733 -28.25526 -16.14777
H -28.85467 -26.88886 -14.41410
H -26.76225 -26.55793 -14.61022
H -27.92265 -27.87607 -12.27446
H -26.29440 -27.83731 -12.92451
H -27.41919 -30.49857 -15.61133
H -25.94134 -29.51180 -14.95601
*
```



--- B ---
Computed, not measured: 10 unconnected molecules or ions with the total composition C40H80O10, with ωB97M-V/def2-TZVPD.

Results
E_LUMO = 0.0201 Eh
SMILES string = C1CCOC1.C1CCOC1.C1CCOC1.C1CCOC1.C1CCOC1.C1CCOC1.C1CCOC1.C1CCOC1.C1CCOC1.C1CCOC1

Geometry as ORCA input:
```
! wB97M-V def2-TZVPD RIJCOSX def2/J DEFGRID3
* xyz 0 1
C 18.07500 5.21600 7.73700
C 17.80300 6.05600 8.94400
C 19.26000 6.18800 9.60500
O 20.23000 5.58100 8.66900
C 19.38800 4.59500 8.08400
H 18.24500 5.56300 6.78400
H 17.28100 4.41300 7.68300
H 16.96400 5.54800 9.67800
H 17.17900 7.02100 8.82500
H 19.35500 5.61300 10.45200
H 19.53600 7.17500 9.84600
H 19.37500 3.56100 8.67200
H 20.14600 4.42500 7.16900
C 22.36100 12.97300 8.51300
C 23.16900 11.87300 7.74300
C 23.17500 12.31800 6.23900
O 22.92100 13.72700 6.45000
C 21.96000 13.94700 7.34300
H 22.87700 13.29400 9.41300
H 21.46400 12.45900 8.87400
H 22.95900 10.86800 8.03200
H 24.30600 11.78900 8.07300
H 22.16200 11.97000 5.70700
H 24.17700 12.26400 5.84200
H 20.99400 13.82100 7.05300
H 21.98700 15.02300 7.82000
C 27.14600 5.48200 14.26000
C 27.01900 5.93200 12.78700
C 26.54400 4.67700 12.13400
O 25.89700 3.88400 13.10100
C 26.81700 3.96300 14.22400
H 26.51400 5.93400 14.89200
H 28.11400 5.53600 14.75900
H 27.83700 6.16200 12.29900
H 26.14200 6.58900 12.80800
H 27.40800 4.04300 11.98000
H 26.06700 5.01800 11.23500
H 27.68100 3.20500 13.85100
H 26.27800 3.69200 15.10800
C 28.66700 9.99100 9.60200
C 27.38800 9.28800 9.73100
C 27.76600 7.81700 9.51500
O 29.08700 7.70700 9.99500
C 29.78600 8.84000 9.69200
H 28.74500 10.79400 10.51000
H 28.69100 10.49400 8.79200
H 26.55000 9.47500 9.19200
H 26.99300 9.68400 10.82400
H 27.80400 7.42600 8.52700
H 26.98800 7.10900 10.02900
H 30.44200 8.61000 8.79200
H 30.41900 9.03900 10.40600
C 25.73700 9.44200 15.04700
C 25.27000 10.57500 15.94800
C 23.91900 10.10100 16.49300
O 23.54400 9.15200 15.55600
C 24.63700 8.41200 15.16200
H 26.78900 8.94800 15.33600
H 25.81900 9.96000 14.18900
H 25.16400 11.42200 15.40200
H 26.01300 10.69700 16.76100
H 23.36600 10.99900 16.55200
H 23.94500 10.01200 17.52100
H 24.41800 8.01600 13.98100
H 24.98200 7.82200 15.95700
C 24.23000 1.69200 8.69100
C 23.24200 2.60400 7.92700
C 23.38300 3.82700 8.61900
O 24.70900 3.89700 9.20100
C 25.03300 2.59600 9.62400
H 25.05400 1.12700 8.09100
H 23.80300 1.11400 9.45100
H 22.15400 2.50500 7.66700
H 23.57900 2.76500 6.86800
H 22.78500 3.80200 9.60100
H 23.18700 4.76800 7.97200
H 24.61300 2.46300 10.69900
H 26.05000 2.39400 9.59400
C 21.36300 6.42000 14.29800
C 22.50600 5.52100 13.80200
C 23.01300 4.85600 15.10200
O 21.97800 4.74200 15.98500
C 21.20900 5.96300 15.74700
H 20.48300 6.40600 13.76100
H 21.81300 7.63200 14.34400
H 23.14800 5.83300 12.93400
H 21.99700 4.59000 13.27100
H 23.43500 5.63900 15.59900
H 23.75700 3.96900 14.82900
H 21.61400 6.86800 16.30300
H 20.32900 5.80000 15.98400
C 18.89100 10.34800 7.37700
C 19.20600 11.39400 6.40300
C 18.96400 10.80000 4.98300
O 18.63700 9.42300 5.23800
C 19.11400 9.07300 6.49900
H 18.11100 10.62900 7.90400
H 19.71800 10.65200 8.22900
H 20.38300 11.63900 6.42700
H 18.68800 12.32200 6.44700
H 19.85500 10.85600 4.50700
H 18.28600 11.42600 4.32900
H 20.16900 8.90300 6.58800
H 18.47700 8.10200 6.77000
C 17.94500 9.36900 12.29000
C 19.21900 9.68700 13.18900
C 19.72000 11.09200 12.69700
O 19.46200 10.90100 11.25000
C 18.14500 10.34900 11.16900
H 17.21900 9.53400 12.86500
H 17.90800 8.35700 11.76700
H 20.04700 8.94000 12.86000
H 19.02000 9.55500 14.14700
H 20.80100 11.48400 12.88200
H 19.21000 11.97200 13.20400
H 17.75600 9.87900 10.31100
H 17.49300 11.16800 11.39100
C 23.24400 8.24500 9.49100
C 22.26700 8.89800 10.52200
C 23.22300 8.97100 11.65500
O 24.19900 8.04500 11.51600
C 23.82100 7.25900 10.38500
H 24.06000 8.92600 9.26500
H 22.70800 7.79600 8.64100
H 21.46000 8.20300 10.48200
H 21.86700 9.88800 10.10200
H 22.69900 8.79900 12.54500
H 23.64000 10.03000 11.58900
H 23.09400 6.46000 10.66800
H 24.74600 6.85000 9.89500
*
```



Result of the stability comparison: B is the least stable of them.



--- A ---
Computed, not measured: CHN3O2 in the gas phase, with ωB97M-V/def2-TZVPD.

Results
E_LUMO = 0.0050 Eh
SMILES string = Oc1nnno1

Geometry as ORCA input:
```
! wB97M-V def2-TZVPD RIJCOSX def2/J DEFGRID3
* xyz 0 1
O -1.88514 0.10665 0.04390
C -0.59492 0.12413 -0.07219
N 0.15432 1.15633 -0.01697
N 1.37988 0.59598 0.01504
N 1.38100 -0.65956 0.06071
O 0.05207 -1.04896 -0.05762
H -2.17234 -0.85555 0.13138
*
```



--- B ---
Computed, not measured: CHN3O2 in the gas phase, with ωB97M-V/def2-TZVPD.

Results
E_LUMO = -0.0223 Eh
SMILES string = O=c1nn[nH]o1

Geometry as ORCA input:
```
! wB97M-V def2-TZVPD RIJCOSX def2/J DEFGRID3
* xyz 0 1
O 1.40023 0.01497 1.79606
C 0.86057 0.10175 0.70292
N 1.10915 -0.05582 -0.59479
N 0.08467 -0.01107 -1.28872
N -0.93818 0.15891 -0.53655
O -0.58666 0.21262 0.73618
H -1.92978 -0.42136 -0.81510
*
```



Result of the stability comparison: B is the least stable of them.